a.
DFT (wB97M-V/def2-TZVPD) results for a molecular structure, C5H9F2N.

Last column: Löwdin charge in e.
CARTESIAN COORDINATES (ANGSTROEM)
C  -1.642  0.622  -0.732  -0.055
C  -0.599  -0.539  -0.297  -0.370
C  0.670  -0.767  1.221  -0.127
C  0.795  -0.465  -0.251  -0.491
C  1.465  0.871  -0.608  0.005
H  -2.628  0.266  -0.090  0.117
H  -1.192  1.571  -0.577  0.019
H  -2.025  0.596  -1.994  0.130
H  -0.664  -1.491  -0.860  0.165
H  -1.500  -0.993  1.650  0.184
H  0.627  -1.741  1.535  0.091
H  1.112  -0.120  2.088  0.152
H  1.039  1.495  -1.535  0.162
H  2.615  0.861  -0.527  0.145
N  -0.715  -0.315  1.151  -0.027
F  1.439  -1.556  -0.789  0.036
F  1.202  1.705  0.615  -0.135

The value obtained for the LUMO energy is 0.885 eV. As for the multiplicity: 1. For the orbital gap, the calculation gives 10.1704 eV.

---

b.
DFT (wB97M-V/def2-TZVPD) results for 2 unconnected molecules or ions with the total composition C5H9F2N.

Last column: Löwdin charge in e.
CARTESIAN COORDINATES (ANGSTROEM)
C  -1.260  1.558  -0.096  -0.101
C  -0.365  0.256  -0.349  -0.326
C  1.034  0.111  0.381  -0.363
C  0.543  -1.468  0.649  -0.141
C  -0.928  -0.936  0.322  -0.268
H  -2.365  1.140  -0.208  0.073
H  -1.287  2.573  -1.163  0.170
H  -1.098  1.989  0.994  0.083
H  -0.149  0.074  -1.476  0.172
H  1.192  0.559  1.355  0.128
H  2.164  1.184  -1.030  0.138
H  2.556  -0.812  -0.808  0.207
H  0.628  -1.962  1.618  0.137
H  -1.708  -0.608  1.156  0.181
N  2.159  0.281  -0.378  -0.041
F  0.697  -2.196  -0.515  -0.010
F  -1.813  -1.742  -0.451  -0.040

The value obtained for the LUMO energy is 0.948 eV. As for the multiplicity: 1. For the orbital gap, the calculation gives 9.9431 eV.

---

Relative energies, in kJ/mol, with the most stable structure set to zero: a 0.0; b 25.2.

---

a.
DFT (wB97M-V/def2-TZVPD) results for a single C2H5NOS2 molecule.

Last column: Löwdin charge in e.
CARTESIAN COORDINATES (ANGSTROEM)
C  0.025  2.257  0.479  -0.483
S  -0.681  0.984  -0.517  0.817
C  -0.129  -0.544  0.032  -1.155
S  -1.224  -1.829  0.083  0.554
N  1.287  -0.768  0.214  -0.143
O  2.237  0.258  0.109  -0.069
H  -0.932  2.917  0.868  0.081
H  0.539  1.768  1.361  0.040
H  0.836  3.102  0.003  0.109
H  1.602  -1.729  0.128  0.123
H  2.156  0.483  -0.866  0.126

The value obtained for the LUMO energy is -0.088 eV. As for the multiplicity: 1. For the orbital gap, the calculation gives 8.5118 eV.

---

b.
DFT (wB97M-V/def2-TZVPD) results for a single C2H5NOS2 molecule.

Last column: Löwdin charge in e.
CARTESIAN COORDINATES (ANGSTROEM)
O  -0.368  2.226  -0.233  0.061
C  -0.034  1.115  0.113  -0.628
C  -1.004  0.208  0.824  -0.507
S  -1.880  -0.936  -0.282  0.724
N  1.221  0.654  -0.272  -0.350
S  1.851  -0.909  -0.012  0.766
H  -1.771  0.829  1.293  0.079
H  -0.508  -0.373  1.618  0.068
H  -0.999  -1.935  -0.257  -0.173
H  1.707  1.327  -0.830  0.091
H  2.666  -0.641  1.041  -0.132

The value obtained for the LUMO energy is 0.477 eV. As for the multiplicity: 1. For the orbital gap, the calculation gives 9.7895 eV.

---

c.
DFT (wB97M-V/def2-TZVPD) results for a single C2H5NOS2 molecule.

Last column: Löwdin charge in e.
CARTESIAN COORDINATES (ANGSTROEM)
C  1.394  -0.930  0.372  -0.384
S  -0.105  -1.473  -0.500  0.854
C  -1.316  -0.251  -0.109  -1.200
S  -2.920  -0.626  -0.049  0.579
N  -0.879  1.030  0.118  -0.178
O  0.264  1.519  -0.407  -0.068
H  2.066  -0.304  -0.210  0.034
H  1.886  -1.866  0.565  0.018
H  1.073  -0.472  1.318  0.053
H  -1.625  1.748  0.290  0.152
H  0.162  1.624  -1.390  0.141

The value obtained for the LUMO energy is 0.325 eV. As for the multiplicity: 1. For the orbital gap, the calculation gives 8.8297 eV.

---

Relative energies, in kJ/mol, with the most stable structure set to zero: a 282.5; b 0.0; c 173.3.

---

a.
DFT (wB97M-V/def2-TZVPD) results for a single C2H6Si2 molecule.

Last column: Löwdin charge in e.
CARTESIAN COORDINATES (ANGSTROEM)
C  0.070  1.575  0.020  -0.245
C  -0.067  -1.338  0.073  -0.306
Si  -1.306  0.222  -0.110  0.476
Si  1.250  -0.093  -0.170  0.450
H  0.225  1.950  0.961  -0.091
H  0.048  -1.931  0.904  -0.062
H  -2.606  -0.077  0.398  -0.102
H  -1.476  -0.094  -1.665  -0.021
H  1.827  -0.217  -1.500  -0.060
H  2.035  0.003  1.089  -0.040

The value obtained for the LUMO energy (spin up / spin down) is -1.220 / -0.985 eV. As for the multiplicity: 1. For the orbital gap (spin up / spin down), the calculation gives 7.9535 / 8.2546 eV.

---

b.
DFT (wB97M-V/def2-TZVPD) results for a molecular structure, C2H6Si2.

Last column: Löwdin charge in e.
CARTESIAN COORDINATES (ANGSTROEM)
C  0.011  -1.278  -0.081  -0.299
C  -0.117  1.088  -0.172  -0.365
Si  -1.510  -0.052  0.246  0.463
Si  1.453  -0.034  0.263  0.516
H  0.298  -1.674  -1.083  -0.032
H  -0.039  1.815  -1.103  0.028
H  -2.856  0.243  -0.463  -0.053
H  -1.682  -0.266  1.626  -0.085
H  1.952  0.058  1.535  -0.107
H  2.489  0.098  -0.768  -0.066

The value obtained for the LUMO energy (spin up / spin down) is -0.352 / -0.349 eV. As for the multiplicity: 1. For the orbital gap (spin up / spin down), the calculation gives 8.1737 / 8.1762 eV.

---

Relative energies, in kJ/mol, with the most stable structure set to zero: a 126.1; b 0.0.

---

a.
DFT (wB97M-V/def2-TZVPD) results for 3 unconnected molecules or ions with the total composition C5H16O2.

Last column: Löwdin charge in e.
CARTESIAN COORDINATES (ANGSTROEM)
C  -0.345  -0.100  -3.175  -0.106
C  -1.713  0.439  -2.647  -0.242
C  -1.950  0.102  -1.145  -0.235
C  -0.788  0.420  -0.175  -0.282
C  -0.439  1.871  -0.122  -0.130
H  -0.078  0.611  -3.960  0.067
H  0.431  -0.054  -2.425  0.044
H  -0.368  -1.137  -3.515  0.070
H  -1.755  1.529  -2.722  0.094
H  -2.458  -0.039  -3.285  0.096
H  -2.172  -0.960  -0.972  0.105
H  -2.849  0.681  -0.884  0.103
H  -0.018  -0.292  -0.456  0.091
H  -1.240  0.163  0.790  0.107
H  -1.314  2.451  0.217  0.082
H  -0.103  2.417  -1.008  0.071
H  0.339  2.145  0.593  0.065
O  1.198  -5.699  4.191  -0.053
H  2.105  -5.587  3.875  0.037
H  0.665  -5.582  3.417  0.016
O  4.383  2.121  4.854  -0.071
H  4.914  2.563  4.172  0.036
H  3.556  1.940  4.382  0.035

The value obtained for the LUMO energy is 0.642 eV. As for the multiplicity: 1. For the orbital gap, the calculation gives 11.6108 eV.

---

b.
DFT (wB97M-V/def2-TZVPD) results for 3 unconnected molecules or ions with the total composition C5H16O2.

Last column: Löwdin charge in e.
CARTESIAN COORDINATES (ANGSTROEM)
C  1.615  0.496  1.292  -0.124
C  1.753  -0.516  0.180  -0.272
C  0.578  -0.508  -0.812  -0.225
C  -0.769  -0.671  -0.105  -0.266
C  -0.900  -1.992  0.675  -0.097
H  2.564  0.694  1.799  0.071
H  1.001  0.148  2.104  0.061
H  1.295  1.460  0.919  0.064
H  1.760  -1.510  0.636  0.094
H  2.722  -0.460  -0.303  0.098
H  0.598  0.464  -1.303  0.105
H  0.758  -1.323  -1.513  0.107
H  -0.829  0.206  0.555  0.099
H  -1.598  -0.516  -0.794  0.094
H  -1.927  -2.300  0.751  0.050
H  -0.273  -2.738  0.202  0.068
H  -0.494  -1.919  1.691  0.071
O  2.634  3.109  -0.958  -0.059
H  2.781  4.043  -0.753  0.041
H  3.494  2.696  -1.061  0.032
O  -4.681  -0.350  -0.248  -0.062
H  -3.860  -0.735  0.095  0.014
H  -5.289  -1.098  -0.313  0.037

The value obtained for the LUMO energy is 0.788 eV. As for the multiplicity: 1. For the orbital gap, the calculation gives 11.6578 eV.

---

Relative energies, in kJ/mol, with the most stable structure set to zero: a 30.0; b 0.0.